C27H28N2O11P2ReS2Te | ωB97M-V/def2-TZVPD

Geometry as ORCA input:
```
! RIJCOSX wB97M-V def2-TZVPD def2/J DEFGRID3
* xyz 1 1
Re 1.11 -0.21 -0.12
N 3.76 2.33 3.43
C 3.64 1.09 2.54
C 4.80 0.14 2.79
P 2.00 0.38 3.05
O 2.29 -1.12 3.46
O 1.45 1.21 4.13
O 1.22 0.27 1.71
P 3.57 1.86 0.83
O 5.10 2.22 0.59
O 2.77 3.09 1.10
O 3.15 0.85 -0.22
H 3.16 2.21 4.26
H 3.35 3.10 2.86
H 4.72 2.54 3.67
H 4.82 -0.22 3.82
H 5.75 0.64 2.57
H 4.72 -0.72 2.14
H 1.94 -1.31 4.34
H 5.51 1.72 -0.13
C 0.17 4.35 -0.36
S 0.76 2.81 -1.02
O 0.06 1.75 -0.12
C -0.18 2.79 -2.53
C 0.46 3.13 -3.71
C -0.27 3.11 -4.89
C -1.61 2.75 -4.88
C -2.23 2.40 -3.69
C -1.52 2.42 -2.50
H -0.92 4.28 -0.25
H 0.44 5.13 -1.07
H 0.66 4.50 0.60
H 1.51 3.39 -3.71
H 0.22 3.36 -5.82
H -2.16 2.72 -5.80
H -3.28 2.12 -3.68
H -1.99 2.15 -1.56
O 0.19 -0.18 -4.03
C -0.12 -0.45 -2.92
O 0.81 -0.30 -1.89
C -1.39 -1.04 -2.43
C -1.64 -1.39 -1.10
C -2.89 -1.97 -0.83
C -3.80 -2.16 -1.83
C -3.57 -1.80 -3.15
C -2.35 -1.24 -3.43
N -5.11 -2.78 -1.49
O -5.89 -2.97 -2.40
O -5.30 -3.07 -0.33
H -0.47 -2.30 0.38
H -3.14 -2.28 0.17
H -4.32 -1.96 -3.91
H -2.10 -0.94 -4.44
Te 2.69 -2.24 0.05
C 1.45 -3.91 0.11
C 1.17 -4.74 1.16
C 0.29 -5.80 0.80
C -0.07 -5.76 -0.51
S 0.66 -4.44 -1.32
H 1.57 -4.59 2.15
H -0.05 -6.56 1.49
H -0.71 -6.44 -1.05
C -0.73 -1.28 0.12
C -1.46 -0.68 1.30
C -2.32 0.41 1.19
C -2.94 0.94 2.31
C -2.71 0.40 3.56
C -1.86 -0.70 3.69
C -1.25 -1.23 2.57
H -2.50 0.84 0.21
H -3.60 1.79 2.20
H -3.20 0.81 4.43
H -1.69 -1.14 4.66
H -0.60 -2.10 2.66
*
```

Output
E: -3808.1391 hartree
LUMO level (spin up / spin down): -4.43 / -4.46 eV
energy above the lowest of the compared OMol25 structures with the same formula, charge and spin: 14.4 kcal/mol
HOMO-LUMO gap (spin up / spin down): 0.2411 / 0.2399 hartree
HOMO level (spin up / spin down): -11.0 / -11.0 eV